A cluster of 8 separate species, H16O8 in total, computed with wB97M-V/def2-TZVPD.

```
24
Properties=species:S:1:pos:R:3:mulliken_charge:R:1
O 2.75 -2.10 -1.20 -0.672
H 2.43 -1.24 -0.91 0.410
H 2.49 -2.27 -2.09 0.312
O -1.86 1.41 0.35 -0.655
H -1.55 2.02 -0.29 0.277
H -1.60 1.75 1.21 0.335
O 0.08 -3.08 -0.85 -0.598
H 0.70 -2.40 -1.05 0.307
H -0.67 -2.80 -1.34 0.270
O 1.18 -0.02 -0.36 -0.576
H 0.89 0.04 0.50 0.301
H 0.74 0.69 -0.85 0.353
O -2.15 -1.06 -0.66 -0.576
H -1.97 -0.20 -0.29 0.376
H -2.97 -1.40 -0.28 0.284
O -0.42 2.44 2.57 -0.660
H -0.12 2.86 3.34 0.292
H 0.17 1.67 2.44 0.355
O 0.09 2.02 -2.30 -0.674
H 0.67 1.84 -3.02 0.293
H -0.70 1.49 -2.60 0.354
O 0.66 -0.27 2.30 -0.680
H 1.06 -0.35 3.18 0.277
H 0.09 -1.03 2.19 0.295
```

Values from the calculation:
* HOMO-LUMO gap: 10.2592 eV
* SMILES: O.O.O.O.O.O.O.O
* ΔE to the lowest compared entry with this formula, charge and spin: 44.9 kcal per mole
* strongest force on any atom: 0.06408 hartree/bohr